1.
{
  "formula": "C4H7NS",
  "method": "ωB97M-V/def2-TZVPD",
  "species": ["C", "C", "C", "C", "N", "S", "H", "H", "H", "H", "H", "H", "H"],
  "positions_angstrom": [[-3.25931, 1.48298, 1.55898], [0.08600, 0.29212, 0.77475], [0.22682, -0.73316, -0.04408], [0.60150, -0.63500, -1.48530], [-2.59932, 1.99263, 2.41666], [-4.28261, 0.92901, 0.53692], [0.26642, 1.30613, 0.45621], [-0.21199, 0.15221, 1.80452], [0.04737, -1.73571, 0.31631], [0.76566, 0.39626, -1.78429], [-0.19814, -1.05664, -2.09303], [1.50527, -1.20859, -1.69364], [-1.65613, 1.93959, 2.73563]],
  "forces_ev_per_a": [[0.562, 0.475, 0.880], [-0.040, 0.027, 0.279], [0.049, -0.041, -0.205], [-0.001, -0.029, 0.066], [-0.267, 0.012, -0.145], [-0.521, -0.397, -0.711], [0.017, 0.202, -0.143], [0.027, -0.085, 0.076], [-0.072, -0.153, 0.172], [0.010, 0.101, -0.058], [-0.013, -0.009, -0.148], [0.028, -0.025, -0.028], [0.221, -0.079, -0.033]],
  "relative_energy_kj_mol": 119.6,
  "smiles": "N=C=S.C=CC",
  "molar_mass_g_mol": 101.174
}

2.
{
  "formula": "C8H13AuCl2N3O3Ti",
  "method": "ωB97M-V/def2-TZVPD",
  "species": ["Ti", "Au", "Cl", "Cl", "C", "C", "C", "O", "O", "O", "C", "N", "C", "C", "N", "N", "C", "C", "H", "H", "H", "H", "H", "H", "H", "H", "H", "H", "H", "H", "H"],
  "positions_angstrom": [[-0.55713, 0.41668, -3.79551], [0.45292, 1.08793, -1.45770], [-1.85988, -1.34635, -3.48179], [-1.77930, 1.98690, -4.70657], [1.69184, 2.25711, -2.36986], [0.61521, -0.96611, -5.01926], [1.18066, 1.45489, -4.83878], [2.64475, 2.86315, -2.60110], [1.07697, -1.51395, -5.92858], [1.59316, 1.97116, -5.78518], [-2.76894, -0.13197, 1.71517], [-1.39009, -0.38611, 2.08333], [-1.15744, -0.87755, 3.43480], [-0.38997, -0.25391, 1.17215], [-0.66549, -0.01268, -0.10678], [0.90355, -0.42150, 1.61166], [1.45763, 0.34753, 2.71321], [1.91571, -1.03524, 0.77655], [-3.34238, -0.14472, 2.64308], [-3.16992, -0.91855, 1.05992], [-2.84217, 0.83972, 1.21463], [-0.44240, -1.71039, 3.44181], [-0.80131, -0.07188, 4.09091], [-2.12486, -1.22698, 3.80964], [-1.59075, -0.31646, -0.39308], [2.02046, -0.30532, 3.39848], [2.14891, 1.12260, 2.33614], [0.67553, 0.87413, 3.27025], [1.42555, -1.67689, 0.05054], [2.49606, -0.27853, 0.25298], [2.58312, -1.62670, 1.40897]],
  "forces_ev_per_a": [[-2.386, -0.499, -1.790], [-0.143, 0.136, 1.420], [0.579, 0.700, 0.435], [0.775, -0.630, 0.663], [5.282, 3.175, -0.649], [2.275, -3.194, -4.950], [1.721, 3.071, -5.233], [-4.272, -2.356, 0.651], [-2.071, 2.322, 4.344], [-1.381, -2.239, 4.199], [-0.298, 0.664, 0.293], [-0.228, -0.625, 0.288], [-0.345, -0.648, 0.212], [-1.064, -0.163, -0.799], [0.798, -0.724, 0.902], [2.163, 1.466, 0.061], [-0.876, 0.310, 1.198], [-0.881, -1.047, -0.513], [-0.210, 0.102, -0.240], [0.053, -0.241, -0.043], [-0.133, -0.058, 0.022], [0.077, 0.202, -0.056], [-0.191, 0.006, 0.091], [0.213, 0.073, 0.129], [-0.670, 0.339, -0.120], [0.106, 0.034, -0.180], [0.133, -0.308, -0.260], [0.320, -0.082, -0.204], [0.122, -0.211, -0.083], [0.349, 0.363, 0.124], [0.182, 0.063, 0.087]],
  "total_charge": 4,
  "relative_energy_kj_mol": 0.0,
  "multiplicity": 4,
  "molar_mass_g_mol": 514.950,
  "s_squared": 3.806
}

3.
{
  "formula": "C6H8OS",
  "method": "ωB97M-V/def2-TZVPD",
  "species": ["C", "C", "C", "C", "C", "C", "O", "S", "H", "H", "H", "H", "H", "H", "H", "H"],
  "positions_angstrom": [[-2.74949, 0.08352, -0.02573], [-1.70410, -0.49805, 0.05654], [2.03592, -0.49907, -0.43174], [1.00201, -0.04359, 0.36217], [-4.01855, 0.84387, 0.04995], [3.45844, -0.23559, -0.09827], [1.24849, 0.61833, -0.87001], [-0.42536, -1.48344, 0.24030], [1.97609, -1.38643, -1.06529], [0.99697, 0.48786, 1.32483], [-4.03455, 1.53141, 0.90779], [-4.91702, 0.16540, 0.14834], [-4.33240, 1.38551, -0.92766], [3.73846, 0.55964, 0.56153], [4.14526, -0.51569, -0.91064], [3.57983, -1.01368, 0.67789]],
  "forces_ev_per_a": [[-1.435, 1.056, 0.034], [-1.448, 0.484, 0.007], [3.343, 0.378, -1.974], [-3.789, -1.177, 0.356], [-1.400, -0.199, -1.527], [0.603, -2.308, 1.141], [-0.784, -0.364, 1.026], [2.852, 1.047, 0.460], [-0.568, 0.062, 0.308], [0.091, -0.216, -0.641], [0.074, -0.128, -0.425], [1.139, 0.327, 0.285], [1.093, -0.541, 1.577], [-0.132, 1.394, -0.572], [-0.133, 0.678, 0.336], [0.495, -0.493, -0.391]],
  "relative_energy_kj_mol": 396.1,
  "smiles": "CC#CS[C@@H]1O[C@H]1C",
  "molar_mass_g_mol": 128.196
}

4.
{
  "formula": "C22H33AuF2NO2SSi2",
  "method": "ωB97M-V/def2-TZVPD",
  "species": ["Au", "F", "C", "C", "C", "C", "C", "F", "C", "C", "C", "C", "C", "C", "N", "H", "H", "H", "H", "H", "H", "O", "S", "C", "C", "C", "C", "H", "H", "H", "H", "H", "H", "H", "H", "C", "Si", "C", "C", "C", "Si", "C", "C", "C", "H", "H", "H", "H", "H", "H", "H", "H", "H", "H", "H", "H", "H", "H", "H", "H", "H", "H", "H", "O"],
  "positions_angstrom": [[0.79437, 0.25255, 0.84322], [-1.77559, 1.65675, 5.24504], [-1.04157, 2.06840, 4.18649], [-0.58818, 1.14504, 3.27861], [0.16694, 1.57499, 2.19698], [0.47556, 2.94104, 2.01478], [-0.02606, 3.80937, 2.98719], [0.20319, 5.15043, 2.92022], [-0.77791, 3.41826, 4.07173], [1.28447, 3.40235, 0.84701], [1.65552, 4.73551, 0.61356], [2.40897, 5.05251, -0.50062], [2.79752, 4.05562, -1.38068], [2.38970, 2.76789, -1.08367], [1.66489, 2.46036, -0.02138], [-0.81921, 0.09896, 3.40855], [-1.13831, 4.14035, 4.78841], [1.36245, 5.51625, 1.29103], [2.69169, 6.08334, -0.67650], [3.38686, 4.26413, -2.26334], [2.65116, 1.93576, -1.73142], [1.78273, -1.11890, -0.77693], [3.24790, -1.29824, -1.03227], [3.36799, -1.39705, -2.85432], [3.91908, -2.77243, -3.21710], [3.30647, -3.73107, -2.19864], [3.55046, -3.08079, -0.84476], [3.97090, -0.56378, -3.21218], [2.33870, -1.26988, -3.19296], [5.00884, -2.78045, -3.12991], [3.66799, -3.03749, -4.24481], [3.73621, -4.73198, -2.24987], [2.23173, -3.81678, -2.37307], [4.58537, -3.19356, -0.51526], [2.88688, -3.40434, -0.04462], [-2.69639, -0.35841, -2.77878], [-2.52327, 0.31256, -1.00392], [-1.74885, 2.02459, -1.22424], [-4.28658, 0.57714, -0.37492], [-1.54327, -0.72700, 0.09259], [-1.95860, -2.28345, 0.90709], [-3.67604, -2.25760, 1.69958], [-1.95084, -3.76541, -0.28920], [-0.71817, -2.75661, 2.24543], [-3.24718, 0.30993, -3.45002], [-3.20716, -1.32555, -2.77190], [-1.69732, -0.51320, -3.19685], [-2.32806, 2.66383, -1.89887], [-0.73789, 1.93172, -1.63318], [-1.66876, 2.52856, -0.25719], [-4.78502, 1.37133, -0.93938], [-4.27152, 0.86275, 0.67912], [-4.89348, -0.32645, -0.47078], [-0.48262, -0.75801, -0.22715], [-4.47555, -2.26356, 0.95468], [-3.79481, -1.36187, 2.31330], [-3.81511, -3.13358, 2.34070], [-2.69540, -3.63111, -1.07908], [-2.15096, -4.72239, 0.20542], [-0.96682, -3.82402, -0.76352], [-0.67342, -2.01208, 3.04257], [0.29527, -2.81732, 1.83925], [-0.96897, -3.72087, 2.70065], [2.29906, -0.35703, 2.19006]],
  "forces_ev_per_a": [[1.285, -1.215, 2.290], [-0.009, -0.010, 0.007], [-0.035, 0.036, 0.062], [0.018, -0.096, -0.038], [0.311, -0.071, -0.160], [-0.012, 0.010, -0.060], [-0.068, 0.038, 0.066], [0.018, 0.009, -0.036], [0.034, -0.072, -0.069], [0.092, 0.053, -0.048], [-0.008, -0.026, 0.062], [0.015, 0.021, -0.013], [0.001, -0.023, 0.020], [0.014, 0.027, 0.006], [-0.127, 0.244, -0.109], [0.013, 0.011, 0.013], [-0.003, 0.005, 0.002], [0.008, 0.013, -0.001], [0.000, 0.001, -0.002], [-0.001, 0.005, 0.000], [-0.011, -0.006, -0.014], [-0.669, 0.177, -0.112], [0.135, 0.109, 0.426], [0.081, -0.017, -0.052], [-0.054, -0.014, 0.013], [-0.038, 0.029, -0.001], [0.070, -0.032, 0.044], [0.002, -0.007, -0.016], [-0.010, 0.005, 0.047], [0.004, -0.011, -0.001], [0.001, 0.006, -0.007], [0.011, 0.004, 0.002], [-0.001, -0.012, -0.001], [0.008, -0.003, -0.013], [0.005, 0.055, 0.031], [-0.064, 0.042, 0.004], [0.073, 0.008, -0.006], [-0.049, 0.016, 0.000], [-0.010, 0.027, -0.035], [0.513, 0.536, 0.111], [0.092, 0.088, 0.006], [0.007, -0.049, 0.016], [-0.066, -0.031, 0.064], [-0.008, -0.017, 0.046], [0.009, 0.015, 0.031], [0.031, -0.021, -0.007], [-0.009, -0.028, -0.022], [-0.004, -0.026, -0.008], [0.016, 0.007, 0.028], [0.029, 0.009, -0.001], [0.004, -0.005, -0.001], [-0.020, 0.005, 0.005], [0.015, -0.015, 0.025], [-0.468, -0.699, -1.055], [0.014, 0.031, -0.013], [-0.017, -0.004, 0.014], [-0.005, 0.003, -0.002], [0.027, 0.016, -0.023], [0.010, 0.016, 0.018], [-0.008, -0.015, -0.030], [-0.001, -0.015, 0.001], [0.004, 0.020, -0.002], [0.004, -0.007, -0.034], [-1.199, 0.853, -1.466]],
  "total_charge": -1,
  "relative_energy_kj_mol": 354.3,
  "molar_mass_g_mol": 666.713
}

5.
{
  "formula": "C3H4S",
  "method": "ωB97M-V/def2-TZVPD",
  "species": ["C", "C", "C", "S", "H", "H", "H", "H"],
  "positions_angstrom": [[0.62892, -0.00393, 0.09383], [-0.53016, 0.59942, -0.08090], [-1.77570, -0.13440, -0.18325], [-3.41006, 0.09957, 0.13492], [1.63050, 0.56414, 0.21030], [0.55597, -1.16166, 0.17783], [-0.46379, 1.59603, -0.32609], [-1.36914, -1.23223, -0.26627]],
  "forces_ev_per_a": [[1.593, -2.090, 0.645], [-0.482, 0.163, -0.741], [-0.845, -3.091, 1.281], [2.854, 0.212, -0.838], [-1.917, -1.236, -0.317], [0.781, 2.059, 0.039], [-0.437, 2.522, 0.043], [-1.547, 1.461, -0.113]],
  "relative_energy_kj_mol": 77.3,
  "smiles": "C=CC=S",
  "molar_mass_g_mol": 72.132
}

6.
{
  "formula": "C46H41AsFeN2OSi",
  "method": "ωB97M-V/def2-TZVPD",
  "species": ["Fe", "C", "C", "C", "C", "C", "C", "N", "N", "C", "C", "C", "C", "C", "C", "H", "H", "H", "H", "H", "H", "H", "H", "H", "C", "C", "C", "C", "Si", "O", "C", "C", "C", "C", "C", "C", "C", "C", "C", "C", "C", "C", "H", "H", "H", "H", "H", "H", "H", "H", "H", "H", "H", "H", "H", "H", "H", "H", "H", "H", "H", "C", "C", "C", "C", "C", "C", "As", "C", "C", "C", "C", "C", "C", "C", "C", "C", "C", "C", "C", "H", "H", "H", "H", "H", "H", "H", "H", "H", "H", "H", "H", "H"],
  "positions_angstrom": [[0.43022, -0.68551, 0.09627], [3.26108, -2.81797, -4.26610], [3.98646, -3.32062, -3.18978], [3.57187, -3.08601, -1.89208], [2.41659, -2.34061, -1.68244], [1.69264, -1.82648, -2.75011], [2.11415, -2.07009, -4.04698], [1.92351, -2.03934, -0.38364], [2.46018, -2.57032, 0.61005], [1.92503, -2.18085, 1.86879], [2.50646, -2.76449, 2.98678], [2.04345, -2.40369, 4.24410], [1.02518, -1.46566, 4.36440], [0.45235, -0.88076, 3.23425], [0.88356, -1.23701, 1.96928], [3.59783, -3.00692, -5.27642], [4.88390, -3.89728, -3.36791], [4.12836, -3.46634, -1.04708], [0.80210, -1.22896, -2.57279], [1.55220, -1.67214, -4.88072], [3.31449, -3.47329, 2.85929], [2.48174, -2.84268, 5.12982], [0.67615, -1.17905, 5.34877], [-0.32100, -0.13195, 3.35644], [1.99193, 3.61188, -1.98985], [1.07407, 3.80624, -0.77552], [1.48061, 5.08495, -0.02813], [-0.37412, 3.93462, -1.24948], [1.28677, 2.33615, 0.37950], [0.75341, 0.97176, -0.41930], [0.19215, 2.39942, 1.90934], [0.66608, 2.61189, 3.20556], [-0.19016, 2.58296, 4.30026], [-1.54085, 2.32297, 4.12080], [-2.03271, 2.08635, 2.84338], [-1.17350, 2.12800, 1.75494], [3.08980, 2.03550, 0.78112], [3.82118, 2.84937, 1.65235], [5.16786, 2.61594, 1.89506], [5.81303, 1.56060, 1.26635], [5.11073, 0.74857, 0.38842], [3.76458, 0.98860, 0.14786], [1.87579, 4.45571, -2.67751], [1.74763, 2.69764, -2.53735], [3.04243, 3.56007, -1.69825], [1.34598, 5.95466, -0.67871], [2.53046, 5.05918, 0.26928], [0.87452, 5.24482, 0.86762], [-0.46121, 4.78449, -1.93452], [-1.06373, 4.10868, -0.42041], [-0.69274, 3.03981, -1.78812], [1.71965, 2.79038, 3.37452], [0.20101, 2.75948, 5.29423], [-2.20916, 2.29962, 4.97228], [-3.08316, 1.87167, 2.69487], [-1.57982, 1.94486, 0.76435], [3.34312, 3.68724, 2.14604], [5.71483, 3.25935, 2.57204], [6.86283, 1.37730, 1.45542], [5.61121, -0.06778, -0.11795], [3.23868, 0.35895, -0.56086], [-4.97575, -0.38934, 3.00656], [-5.21846, 0.18719, 1.76706], [-4.34818, -0.04238, 0.70999], [-3.23307, -0.84978, 0.90471], [-2.98015, -1.41826, 2.14830], [-3.85857, -1.19104, 3.19709], [-2.01201, -1.20801, -0.53968], [-2.73590, -0.46021, -2.14308], [-2.84886, 0.87561, -2.48740], [-3.37743, 1.20700, -3.72752], [-3.77265, 0.20255, -4.60331], [-3.65041, -1.13568, -4.25506], [-3.13067, -1.48198, -3.01422], [-2.94509, -2.86204, -2.50496], [-3.26636, -4.03082, -3.18228], [-3.04162, -5.26074, -2.57907], [-2.49389, -5.34118, -1.30461], [-2.16061, -4.18085, -0.61861], [-2.39619, -2.95797, -1.22161], [-5.65866, -0.21225, 3.82702], [-6.09132, 0.80907, 1.61866], [-4.55215, 0.38973, -0.26153], [-2.10532, -2.03898, 2.30555], [-3.67016, -1.64040, 4.16337], [-2.53226, 1.65359, -1.80485], [-3.47762, 2.24564, -4.01243], [-4.18311, 0.46606, -5.56897], [-3.96605, -1.90099, -4.95181], [-3.69464, -3.99211, -4.17527], [-3.29721, -6.16845, -3.10918], [-2.32505, -6.30692, -0.84797], [-1.72829, -4.23996, 0.37326]],
  "forces_ev_per_a": [[-0.463, 0.140, 0.155], [0.007, -0.005, 0.030], [0.001, -0.005, -0.029], [0.019, -0.032, 0.046], [0.044, -0.012, -0.011], [-0.047, 0.033, 0.019], [0.008, 0.001, -0.009], [0.019, -0.168, 0.272], [-0.085, 0.087, -0.040], [0.009, 0.003, -0.101], [0.049, 0.008, 0.014], [-0.048, 0.041, -0.024], [0.032, -0.045, -0.015], [0.009, 0.024, 0.045], [0.219, -0.225, -0.214], [-0.003, 0.000, 0.000], [0.001, 0.001, 0.005], [-0.012, 0.004, -0.005], [0.007, 0.000, 0.000], [0.000, 0.000, 0.002], [-0.018, -0.009, 0.005], [0.009, -0.007, -0.007], [0.005, 0.008, -0.009], [-0.047, 0.000, 0.007], [-0.045, -0.004, 0.003], [0.121, 0.059, 0.127], [-0.032, -0.026, -0.023], [-0.017, 0.002, 0.004], [-0.072, -0.101, -0.006], [0.051, 0.175, -0.312], [0.077, -0.011, -0.002], [-0.057, 0.055, -0.008], [0.035, 0.004, -0.028], [-0.016, -0.031, -0.008], [0.003, -0.001, 0.008], [0.029, 0.024, 0.029], [-0.063, 0.070, 0.044], [0.058, -0.027, -0.024], [-0.047, 0.009, -0.002], [0.018, -0.016, 0.001], [-0.035, -0.021, -0.022], [0.052, 0.005, 0.061], [0.013, -0.016, -0.003], [-0.005, 0.007, -0.002], [0.010, 0.001, 0.005], [0.007, -0.005, 0.007], [0.026, 0.010, 0.003], [-0.011, 0.002, -0.007], [-0.020, -0.019, 0.008], [-0.005, 0.001, 0.017], [-0.016, -0.031, -0.030], [0.031, 0.002, 0.005], [-0.001, -0.001, 0.001], [0.003, 0.003, 0.000], [-0.020, -0.007, -0.002], [-0.004, 0.013, -0.020], [-0.001, 0.025, 0.006], [-0.005, -0.001, 0.003], [-0.003, 0.002, -0.006], [0.012, 0.008, 0.009], [-0.007, 0.009, -0.026], [0.003, 0.027, -0.012], [0.009, -0.022, 0.019], [-0.017, -0.049, -0.008], [-0.104, 0.044, -0.042], [0.003, -0.009, 0.006], [0.012, -0.009, 0.003], [0.274, -0.016, 0.142], [0.017, -0.019, -0.014], [0.011, 0.028, -0.015], [-0.010, -0.018, -0.014], [0.003, -0.012, 0.026], [-0.026, 0.031, -0.010], [0.002, -0.061, 0.013], [0.006, 0.055, 0.001], [-0.005, -0.041, -0.005], [-0.002, 0.020, 0.001], [-0.005, 0.015, -0.015], [0.011, -0.022, 0.008], [-0.017, -0.010, -0.046], [-0.001, -0.004, -0.005], [0.003, 0.003, -0.003], [0.006, 0.017, -0.003], [0.022, 0.011, 0.008], [0.004, 0.003, -0.005], [0.019, 0.026, 0.017], [-0.001, -0.001, 0.005], [0.005, -0.002, -0.002], [0.004, -0.003, 0.001], [0.003, 0.004, -0.002], [0.000, 0.002, -0.001], [0.000, 0.001, 0.002], [-0.006, -0.001, 0.002]],
  "total_charge": 1,
  "relative_energy_kj_mol": 0.0,
  "multiplicity": 6,
  "molar_mass_g_mol": 796.700,
  "s_squared": 8.765
}